97
Properties=species:S:1:pos:R:3 method="wB97M-V/def2-TZVPD" spin_multiplicity=1 relative_energy_ev=0.707 total_charge=-2 homo_energy_ev="-0.11 / -0.12" orbital_gap_ev="4.55 / 4.55"
Ti 0.235 -0.519 -0.454
C 0.849 1.790 3.254
C -0.381 0.944 3.326
C -1.390 1.333 4.192
C -2.553 0.599 4.331
C -2.683 -0.570 3.592
C -1.700 -0.987 2.713
C -1.857 -2.289 1.984
C -0.534 -0.219 2.528
N 0.424 -0.618 1.601
C 1.739 -0.783 2.057
C 2.000 -1.353 3.420
C 2.740 -0.475 1.171
C 4.182 -0.562 1.571
N 2.353 0.020 -0.064
C 3.357 0.585 -0.884
C 4.049 -0.207 -1.824
C 3.768 -1.666 -1.915
C 4.995 0.358 -2.663
C 5.298 1.707 -2.603
C 4.636 2.494 -1.678
C 3.677 1.964 -0.824
C 3.037 2.870 0.174
H 1.533 1.555 4.084
H 0.594 2.856 3.319
H 1.410 1.607 2.340
H -1.256 2.251 4.764
H -3.340 0.920 5.009
H -3.577 -1.184 3.696
H -2.783 -2.794 2.286
H -0.994 -2.939 2.191
H -1.854 -2.132 0.903
H 1.054 -1.658 3.889
H 2.483 -0.638 4.108
H 2.646 -2.244 3.387
H 4.313 -0.323 2.634
H 4.798 0.131 0.987
H 4.605 -1.570 1.412
H 2.711 -1.850 -1.727
H 4.323 -2.223 -1.146
H 4.046 -2.059 -2.901
H 5.492 -0.278 -3.393
H 6.033 2.142 -3.276
H 4.848 3.561 -1.622
H 2.729 3.818 -0.287
H 3.738 3.103 0.989
H 2.164 2.394 0.606
S 0.953 -0.015 -3.429
C 0.708 1.465 -2.655
N 0.341 1.556 -1.383
C 0.081 2.866 -1.008
C -0.388 3.304 0.232
C -0.603 4.656 0.443
C -0.358 5.586 -0.564
C 0.098 5.169 -1.805
C 0.312 3.819 -2.023
S 0.855 3.024 -3.465
H -0.591 2.593 1.020
H -0.971 4.990 1.410
H -0.532 6.643 -0.381
H 0.279 5.888 -2.599
C -2.749 0.627 -2.722
C -2.869 -0.307 -1.512
C -2.826 -1.746 -2.003
C -1.739 -0.057 -0.584
C -4.244 -0.034 -0.862
C -4.297 0.406 0.453
C -5.507 0.687 1.077
C -6.701 0.523 0.388
C -6.666 0.073 -0.928
C -5.446 -0.195 -1.542
H -1.816 0.400 -3.256
H -2.718 1.681 -2.392
H -3.588 0.506 -3.427
H -1.795 -1.962 -2.313
H -3.502 -1.920 -2.864
H -3.112 -2.433 -1.196
H -1.814 0.921 -0.088
H -3.356 0.521 0.981
H -5.509 1.033 2.108
H -7.651 0.740 0.867
H -7.592 -0.067 -1.481
H -5.431 -0.541 -2.574
C 1.726 -4.044 -0.139
C 0.557 -3.681 -1.052
C -0.664 -4.492 -0.627
C 0.878 -4.011 -2.510
O 0.298 -2.327 -0.930
H 1.874 -5.133 -0.098
H 1.517 -3.666 0.869
H 2.652 -3.578 -0.490
H -0.533 -5.555 -0.871
H -1.546 -4.111 -1.151
H -0.831 -4.398 0.451
H 1.386 -4.980 -2.594
H 1.519 -3.236 -2.936
H -0.044 -4.050 -3.104